1.
Below is C4H6IO5V as an isolated structure at a distorted geometry, with properties calculated with ωB97M-V/def2-TZVPD.

CARTESIAN COORDINATES (ANGSTROEM)
O (-2.28, -10.79, -13.91)
V (-1.43, -9.67, -14.62)
O (-2.37, -8.55, -15.20)
I (0.83, -9.00, -13.28)
C (4.82, -6.31, -15.07)
C (3.76, -5.65, -15.92)
C (2.35, -6.25, -15.75)
O (1.56, -5.17, -15.31)
C (2.29, -4.03, -15.26)
O (1.87, -2.98, -14.94)
O (3.58, -4.27, -15.55)
H (5.18, -7.21, -15.58)
H (4.43, -6.65, -14.11)
H (5.66, -5.65, -14.88)
H (4.08, -5.66, -16.97)
H (2.38, -7.01, -14.97)
H (1.98, -6.64, -16.70)

The calculation puts the LUMO energy at -2.747 eV. As for the HOMO energy: -0.37163 Ha. The calculation puts the total energy at -1773.92679 Ha. The calculation puts the largest force on an atom at 1.4 eV Å⁻¹.


2.
Below is a 6-piece molecular cluster, C17H32BrN6O2P overall at a distorted geometry, with properties calculated with ωB97M-V/def2-TZVPD.

CARTESIAN COORDINATES (ANGSTROEM)
C (4.23, 0.02, -0.10)
C (3.85, 1.48, 0.17)
C (2.40, 1.62, 0.61)
Br (2.25, 0.84, 2.40)
C (1.90, 3.07, 0.61)
O (0.73, 3.23, -0.14)
C (-0.44, 2.67, 0.45)
C (-1.28, 1.88, -0.59)
N (-0.79, 2.01, -1.95)
P (-1.44, 0.04, -0.35)
C (-1.12, -0.28, 1.43)
O (-0.01, -0.47, -1.03)
H (3.34, -0.51, -0.46)
H (4.99, -0.07, -0.86)
H (4.53, -0.46, 0.82)
H (4.00, 2.06, -0.74)
H (4.47, 1.86, 0.98)
H (1.77, 1.06, -0.07)
H (2.64, 3.71, 0.13)
H (1.78, 3.42, 1.63)
H (-0.17, 2.09, 1.33)
H (-1.04, 3.51, 0.81)
H (-2.28, 2.30, -0.60)
H (0.16, 1.66, -2.01)
H (-0.81, 2.98, -2.21)
H (-1.92, -0.94, 1.77)
H (-0.19, -0.81, 1.52)
H (-1.13, 0.59, 2.07)
H (0.52, -0.93, -0.36)
C (0.17, -4.64, 2.03)
C (0.80, -3.44, 1.50)
N (1.31, -2.50, 1.08)
H (-0.91, -4.49, 2.11)
H (0.37, -5.48, 1.37)
H (0.57, -4.86, 3.02)
C (7.56, -1.49, 2.42)
C (7.92, -0.56, 1.36)
N (8.19, 0.17, 0.52)
H (8.38, -2.20, 2.59)
H (7.37, -0.95, 3.34)
H (6.67, -2.05, 2.13)
C (-1.79, 5.84, -3.96)
C (-2.36, 5.24, -2.76)
N (-2.80, 4.77, -1.81)
H (-0.73, 5.60, -4.02)
H (-2.30, 5.46, -4.84)
H (-1.91, 6.93, -3.92)
C (-4.10, -3.89, 0.00)
C (-3.58, -4.34, 1.28)
N (-3.16, -4.70, 2.28)
H (-3.36, -4.03, -0.78)
H (-5.00, -4.45, -0.26)
H (-4.34, -2.83, 0.05)
C (-7.63, -2.18, -1.52)
C (-6.94, -3.36, -2.02)
N (-6.39, -4.28, -2.42)
H (-7.75, -1.45, -2.32)
H (-8.61, -2.46, -1.14)
H (-7.06, -1.73, -0.71)

The calculation puts the LUMO energy at 0.523 eV. As for the HOMO energy: -0.28494 Ha. The calculation puts the total energy at -4061.28247 Ha. The calculation puts the largest force on an atom at 1.1 eV Å⁻¹. As for the structure (SMILES): CC[C@@H](Br)COC[C@@H](N)P(C)O.CC#N.CC#N.CC#N.CC#N.CC#N.


3.
Below is a 2-piece molecular cluster, C6H13NO overall at a distorted geometry, with properties calculated with ωB97M-V/def2-TZVPD.

CARTESIAN COORDINATES (ANGSTROEM)
C (1.62, 0.08, -2.02)
N (0.43, -0.10, -1.19)
C (0.37, 0.13, 0.13)
C (-0.85, -0.17, 0.74)
C (-1.03, -0.04, 2.19)
C (-0.90, -0.99, 3.09)
C (1.54, 0.75, 0.83)
H (1.98, -0.91, -2.31)
H (2.49, 0.49, -1.50)
H (1.42, 0.76, -2.82)
H (-0.43, -0.21, -1.72)
H (-1.75, -0.21, 0.13)
H (-1.37, 0.97, 2.48)
H (-1.18, -0.88, 4.13)
H (-0.36, -1.92, 2.92)
H (1.67, 1.78, 0.48)
H (1.33, 0.66, 1.89)
H (2.48, 0.25, 0.62)
H (-2.13, 0.57, -2.71)
H (-3.08, -0.62, -2.46)
O (-2.25, -0.38, -2.87)

The calculation puts the LUMO energy (spin up / spin down) at -3.163 / -6.320 eV. As for the HOMO energy (spin up / spin down): -0.51143 / -0.51870 Ha. The calculation puts the total energy at -366.08929 Ha. As for the charge: +1. As for the multiplicity: 2. The expectation value of S² is 0.7667. The calculation puts the largest force on an atom at 1.9 eV Å⁻¹.


4.
Below is an isolated ion of composition C7H9FNS and charge +1, with properties calculated with ωB97M-V/def2-TZVPD.

CARTESIAN COORDINATES (ANGSTROEM)
F (0.87, 0.67, 2.05)
C (1.86, 0.47, 1.09)
C (1.99, -1.01, 0.82)
S (0.43, -1.80, 0.24)
C (-0.66, -0.51, -0.31)
C (-0.41, 0.23, -1.45)
C (-1.34, 1.21, -1.76)
N (-2.41, 1.46, -1.02)
C (-2.63, 0.73, 0.06)
C (-1.77, -0.29, 0.47)
H (2.83, 0.82, 1.48)
H (1.61, 1.05, 0.20)
H (2.24, -1.54, 1.74)
H (2.76, -1.20, 0.07)
H (0.85, -2.26, -0.95)
H (0.46, 0.06, -2.08)
H (-1.19, 1.83, -2.64)
H (-3.52, 0.95, 0.64)
H (-1.99, -0.87, 1.36)

The calculation puts the LUMO energy at -4.355 eV. As for the HOMO energy: -0.51165 Ha. The calculation puts the total energy at -824.64323 Ha. As for the charge: +1. The calculation puts the largest force on an atom at 0.4 eV Å⁻¹.


5.
Below is a 2-piece molecular cluster, CH2N2O4 overall at a distorted geometry, with properties calculated with ωB97M-V/def2-TZVPD.

CARTESIAN COORDINATES (ANGSTROEM)
C (-0.49, -0.01, -0.75)
N (0.47, 0.41, 1.20)
N (-0.33, -1.45, -1.02)
O (-0.79, -2.08, -0.13)
O (-0.87, 0.93, -1.33)
O (0.27, -1.72, -2.01)
O (0.57, 1.79, 1.22)
H (-0.40, 0.20, 1.70)
H (1.56, 1.93, 1.11)

The calculation puts the LUMO energy (spin up / spin down) at -1.048 / -0.991 eV. As for the HOMO energy (spin up / spin down): -0.34629 / -0.33716 Ha. The calculation puts the total energy at -449.50919 Ha. The calculation puts the largest force on an atom at 4.8 eV Å⁻¹.


6.
Below is C3H10N3O as an isolated structure at a distorted geometry, with properties calculated with ωB97M-V/def2-TZVPD.

CARTESIAN COORDINATES (ANGSTROEM)
C (0.55, -0.80, 0.20)
C (-1.43, 0.37, 1.73)
C (1.97, -1.15, -1.71)
N (0.90, -1.11, 1.29)
N (-1.17, 0.01, 0.38)
N (-1.29, 1.11, -0.53)
O (0.78, -0.61, -1.04)
H (-2.49, -0.02, 2.03)
H (-0.58, -0.10, 2.24)
H (-1.34, 1.49, 1.85)
H (2.69, -1.00, -1.04)
H (1.99, -0.69, -2.64)
H (1.77, -2.17, -2.02)
H (1.89, -1.50, 1.50)
H (-0.70, 0.76, -1.41)
H (-2.31, 1.12, -0.82)
H (-0.97, 1.93, -0.08)

The calculation puts the LUMO energy at -3.311 eV. As for the HOMO energy: -0.49171 Ha. The calculation puts the total energy at -359.41377 Ha. As for the charge: +1. The calculation puts the largest force on an atom at 5.3 eV Å⁻¹.


7.
Below is one molecule with the formula C4H9NO2 at a distorted geometry, with properties calculated with ωB97M-V/def2-TZVPD.

CARTESIAN COORDINATES (ANGSTROEM)
C (1.84, 0.23, 0.54)
N (1.20, -0.50, -0.55)
C (-0.23, -0.23, -0.68)
C (-0.61, 1.22, -0.82)
O (-1.58, 1.70, -0.31)
C (-0.96, -0.87, 0.51)
O (-2.35, -1.13, 0.18)
H (2.70, -0.24, 1.03)
H (1.16, 0.51, 1.35)
H (2.21, 1.23, 0.22)
H (1.65, -0.21, -1.41)
H (-0.64, -0.74, -1.56)
H (0.15, 1.85, -1.39)
H (-0.65, -1.89, 0.71)
H (-0.95, -0.16, 1.35)
H (-2.94, -0.76, 0.83)

The calculation puts the LUMO energy at 0.916 eV. As for the HOMO energy: -0.33623 Ha. The calculation puts the total energy at -362.99403 Ha. The calculation puts the largest force on an atom at 1.9 eV Å⁻¹. As for the structure (SMILES): CN[C@H](C=O)CO.


8.
Below is a 2-piece molecular cluster, C18H33N4O3PS overall at a distorted geometry, with properties calculated with ωB97M-V/def2-TZVPD.

CARTESIAN COORDINATES (ANGSTROEM)
C (4.70, 1.20, 3.94)
C (3.25, 0.67, 4.40)
O (2.31, 1.51, 4.38)
O (2.99, -0.67, 4.83)
C (2.19, -1.31, 3.79)
C (0.64, -1.45, 4.25)
C (-0.22, -0.27, 3.61)
C (-0.43, -0.35, 2.04)
C (-1.23, 0.84, 1.38)
C (-1.70, 1.94, 2.42)
C (-2.51, 3.20, 1.77)
N (-3.85, 3.26, 2.44)
N (-1.47, 1.90, 3.81)
N (-0.77, 0.86, 4.27)
P (-0.49, 0.90, 6.06)
S (-1.98, -0.11, 6.85)
H (4.85, 2.23, 4.45)
H (4.70, 1.39, 2.80)
H (5.56, 0.54, 4.25)
H (2.62, -2.35, 3.51)
H (2.22, -0.65, 2.85)
H (0.27, -2.43, 3.76)
H (0.51, -1.60, 5.37)
H (-0.02, -1.23, 1.44)
H (-1.42, 0.90, 0.26)
H (-2.56, 3.04, 0.64)
H (-1.92, 4.14, 2.08)
H (-4.48, 3.78, 1.80)
H (-3.75, 3.81, 3.31)
H (-0.65, 2.26, 6.49)
H (0.79, 0.35, 6.40)
C (0.30, 0.97, -4.63)
C (0.46, 0.10, -3.37)
C (1.52, -1.01, -3.63)
C (1.01, -2.13, -4.52)
C (-0.31, -2.70, -3.99)
C (-1.38, -1.62, -3.74)
N (-0.86, -0.46, -2.95)
O (-0.76, -0.86, -1.66)
C (-1.95, -1.13, -5.09)
C (-2.60, -2.30, -3.06)
C (1.04, 1.08, -2.32)
H (0.34, 0.40, -5.56)
H (-0.65, 1.53, -4.61)
H (1.10, 1.71, -4.72)
H (1.84, -1.44, -2.67)
H (2.41, -0.56, -4.08)
H (0.88, -1.78, -5.55)
H (1.76, -2.93, -4.57)
H (-0.68, -3.45, -4.69)
H (-0.09, -3.24, -3.06)
H (-2.64, -0.29, -4.95)
H (-2.52, -1.93, -5.59)
H (-1.19, -0.84, -5.81)
H (-2.34, -2.80, -2.13)
H (-3.03, -3.07, -3.71)
H (-3.39, -1.57, -2.85)
H (0.33, 1.89, -2.10)
H (1.96, 1.55, -2.69)
H (1.31, 0.59, -1.38)

The calculation puts the LUMO energy (spin up / spin down) at -4.583 / -4.583 eV. As for the HOMO energy (spin up / spin down): -0.41807 / -0.43405 Ha. The calculation puts the total energy at -1889.45143 Ha. As for the charge: +1. As for the multiplicity: 2. The expectation value of S² is 0.7546. The calculation puts the largest force on an atom at 5.7 eV Å⁻¹.


9.
Below is one molecule with the formula C6H11NO at a distorted geometry, with properties calculated with ωB97M-V/def2-TZVPD.

CARTESIAN COORDINATES (ANGSTROEM)
C (-0.93, 1.04, 1.16)
C (-1.81, -0.07, -0.86)
C (1.97, -0.03, 0.59)
N (-0.79, -0.05, 0.19)
C (-0.22, -1.44, 0.54)
C (0.88, -0.44, -0.38)
C (1.08, -0.36, -1.71)
O (-0.25, -1.83, 1.67)
H (-0.27, 0.85, 2.00)
H (-0.71, 1.99, 0.69)
H (-1.72, -1.00, -1.43)
H (-2.79, -0.03, -0.40)
H (-1.67, 0.77, -1.54)
H (-1.96, 1.07, 1.54)
H (1.96, -0.57, 1.53)
H (1.91, 1.03, 0.83)
H (2.93, -0.22, 0.11)
H (0.34, -0.62, -2.45)
H (2.06, -0.10, -2.08)

The calculation puts the LUMO energy (spin up / spin down) at 0.371 / 0.373 eV. As for the HOMO energy (spin up / spin down): -0.26348 / -0.26349 Ha. The calculation puts the total energy at -365.04678 Ha. The calculation puts the largest force on an atom at 1.5 eV Å⁻¹.


10.
Below is one molecule with the formula C5H10N2S at a distorted geometry, with properties calculated with ωB97M-V/def2-TZVPD.

CARTESIAN COORDINATES (ANGSTROEM)
H (0.10, 2.29, 0.76)
N (-0.66, 1.62, 0.60)
C (-0.28, 0.59, -0.06)
S (-1.39, -0.76, -0.56)
C (-2.79, -0.04, 0.45)
N (0.93, 0.46, -0.80)
C (2.11, 1.00, -0.17)
C (1.98, -0.48, -0.27)
C (1.81, -1.39, 0.92)
H (-2.58, 0.00, 1.51)
H (-3.09, 0.93, 0.03)
H (-3.67, -0.69, 0.30)
H (2.76, 1.56, -0.86)
H (2.02, 1.43, 0.85)
H (2.45, -0.97, -1.11)
H (0.90, -2.06, 0.80)
H (2.72, -2.01, 1.05)
H (1.66, -0.88, 1.88)

The calculation puts the LUMO energy at 0.916 eV. As for the HOMO energy: -0.33047 Ha. The calculation puts the total energy at -704.15647 Ha. The calculation puts the largest force on an atom at 2.7 eV Å⁻¹. As for the structure (SMILES): [H]/N=C(/SC)N1C[C@H]1C.


11.
Below is one molecule with the formula C6H10Si at a distorted geometry, with properties calculated with ωB97M-V/def2-TZVPD.

CARTESIAN COORDINATES (ANGSTROEM)
C (-2.13, 1.38, 0.62)
C (-1.18, 1.42, -0.30)
C (-0.39, 0.29, -0.91)
C (-0.08, -0.96, -0.11)
C (-0.44, -2.35, 0.07)
C (0.90, -0.11, -0.25)
Si (2.59, 0.50, 0.18)
H (-2.57, 2.26, 1.03)
H (-2.52, 0.41, 0.77)
H (-0.83, 2.35, -0.68)
H (-0.26, 0.37, -2.06)
H (-0.88, -2.41, 1.18)
H (0.35, -2.97, 0.01)
H (-1.31, -2.40, -0.66)
H (3.16, -0.44, 1.03)
H (2.22, 1.81, 1.03)
H (3.37, 0.85, -0.93)

The calculation puts the LUMO energy at 0.848 eV. As for the HOMO energy: -0.33000 Ha. The calculation puts the total energy at -523.94425 Ha. The calculation puts the largest force on an atom at 6.4 eV Å⁻¹. As for the structure (SMILES): C=C[C@@H]1C(C)=C1[SiH3].


12.
Below is C37H24BrF9N3O2SSbV as an isolated structure, with properties calculated with ωB97M-V/def2-TZVPD.

CARTESIAN COORDINATES (ANGSTROEM)
V (0.81, 0.70, 1.16)
Br (-8.16, -1.28, -0.37)
C (-7.45, -0.10, 0.93)
C (-6.55, 0.88, 0.54)
C (-6.02, 1.72, 1.50)
C (-6.39, 1.59, 2.83)
C (-7.34, 0.64, 3.20)
C (-7.85, -0.23, 2.25)
N (-5.92, 2.51, 3.82)
N (-4.71, 2.63, 4.04)
C (-3.73, 1.81, 3.40)
C (-3.71, 0.44, 3.52)
C (-2.66, -0.34, 3.00)
C (-1.62, 0.26, 2.34)
O (-0.58, -0.37, 1.78)
C (-1.61, 1.68, 2.25)
N (-0.51, 2.21, 1.64)
C (-0.41, 3.52, 1.53)
C (-1.39, 4.39, 2.04)
C (-2.49, 3.87, 2.66)
C (-2.64, 2.47, 2.78)
H (-6.27, 0.98, -0.50)
H (-5.31, 2.50, 1.22)
H (-7.66, 0.59, 4.24)
H (-8.57, -0.98, 2.53)
H (-4.53, -0.05, 4.02)
H (-2.67, -1.42, 3.10)
H (0.48, 3.91, 1.05)
H (-1.25, 5.46, 1.95)
H (-3.25, 4.52, 3.08)
F (5.26, 1.81, 1.08)
C (4.74, 1.75, 2.30)
F (5.59, 1.11, 3.10)
F (4.60, 3.00, 2.74)
C (3.36, 1.03, 2.27)
O (2.57, 1.55, 1.28)
C (2.62, 1.24, 3.61)
F (3.31, 0.89, 4.68)
F (2.19, 2.49, 3.76)
F (1.49, 0.46, 3.54)
C (3.56, -0.51, 2.03)
F (4.64, -0.80, 1.32)
F (3.56, -1.24, 3.13)
F (2.48, -0.92, 1.27)
S (0.41, 0.51, -1.16)
Sb (2.10, 1.82, -2.07)
C (1.68, 1.92, -4.12)
C (2.07, 3.04, -4.84)
C (1.84, 3.07, -6.21)
C (1.23, 2.00, -6.84)
C (0.84, 0.88, -6.11)
C (1.06, 0.83, -4.74)
C (2.02, 3.76, -1.30)
C (0.98, 4.59, -1.71)
C (0.86, 5.86, -1.15)
C (1.78, 6.29, -0.19)
C (2.82, 5.45, 0.21)
C (2.94, 4.19, -0.35)
C (4.01, 1.01, -1.87)
C (4.15, -0.36, -1.72)
C (5.43, -0.92, -1.72)
C (6.54, -0.10, -1.88)
C (6.39, 1.27, -2.04)
C (5.12, 1.83, -2.05)
H (2.54, 3.88, -4.35)
H (2.13, 3.94, -6.78)
H (1.05, 2.03, -7.91)
H (0.36, 0.05, -6.60)
H (0.75, -0.03, -4.17)
H (0.26, 4.26, -2.45)
H (0.06, 6.51, -1.46)
H (1.69, 7.27, 0.24)
H (3.53, 5.79, 0.95)
H (3.74, 3.53, -0.02)
H (3.28, -1.00, -1.59)
H (5.55, -1.98, -1.60)
H (7.53, -0.54, -1.88)
H (7.26, 1.90, -2.17)
H (5.01, 2.90, -2.18)

The calculation puts the LUMO energy (spin up / spin down) at -3.591 / -3.273 eV. As for the HOMO energy (spin up / spin down): -0.37996 / -0.38019 Ha. The calculation puts the total energy at -6794.23315 Ha. As for the charge: +1. As for the multiplicity: 3. The expectation value of S² is 2.0179. The calculation puts the largest force on an atom at 0.6 eV Å⁻¹.